{"formula": "C19H30N6O4", "method": "wB97M-V/def2-TZVPD", "spin_multiplicity": 1, "e_above_lowest_kcal_mol": 4.1, "e_homo_ev": -8.4, "homo_lumo_gap_ev": 8.9, "smiles": "CCCCn1c(CN2CCN(C(=O)OCC)CC2)nc2c1c(=O)n(C)c(=O)n2C", "e_lumo_ev": 0.6, "elements": ["C", "C", "C", "C", "N", "C", "C", "N", "C", "C", "N", "C", "O", "O", "C", "C", "C", "C", "N", "C", "C", "C", "O", "N", "C", "C", "O", "N", "C", "H", "H", "H", "H", "H", "H", "H", "H", "H", "H", "H", "H", "H", "H", "H", "H", "H", "H", "H", "H", "H", "H", "H", "H", "H", "H", "H", "H", "H", "H"], "positions_angstrom": [[-1.4757, -2.8914, -3.0619], [-1.9878, -2.2135, -1.7977], [-1.8261, -3.1146, -0.5754], [-2.4469, -2.5018, 0.6840], [-1.9002, -1.2027, 0.9951], [-0.7304, -0.8746, 1.5933], [0.2867, -1.8640, 2.0753], [1.6474, -1.5842, 1.6564], [2.2477, -0.4492, 2.3443], [3.7314, -0.3683, 1.9842], [3.8851, -0.2730, 0.5495], [4.1828, 0.9217, -0.0127], [4.5491, 1.8910, 0.6100], [4.0820, 0.8873, -1.3645], [4.4169, 2.0980, -2.0388], [3.2621, 3.0899, -2.0226], [3.2595, -1.3679, -0.1520], [1.7761, -1.4346, 0.2165], [-0.5619, 0.4354, 1.6861], [-1.6604, 0.9796, 1.1242], [-2.5208, -0.0115, 0.6826], [-3.7797, 0.2935, 0.0784], [-4.6198, -0.4916, -0.3237], [-3.9783, 1.6727, -0.0163], [-5.2384, 2.0742, -0.6216], [-3.1287, 2.6896, 0.4033], [-3.4149, 3.8597, 0.2660], [-1.9407, 2.3020, 0.9847], [-1.0009, 3.2948, 1.4584], [-2.0304, -3.8065, -3.2557], [-1.5908, -2.2334, -3.9194], [-0.4215, -3.1437, -2.9627], [-1.4352, -1.2837, -1.6410], [-3.0424, -1.9587, -1.9163], [-2.3243, -4.0682, -0.7594], [-0.7652, -3.3189, -0.4120], [-3.5172, -2.3574, 0.5188], [-2.3038, -3.1660, 1.5412], [0.0241, -2.8622, 1.7163], [0.2772, -1.8808, 3.1700], [2.1427, -0.6046, 3.4195], [1.7498, 0.4928, 2.0746], [4.1880, 0.5125, 2.4361], [4.2464, -1.2711, 2.3260], [5.2976, 2.5400, -1.5621], [4.6597, 1.7914, -3.0587], [2.3689, 2.6369, -2.4470], [3.0563, 3.3951, -0.9997], [3.5266, 3.9675, -2.6053], [3.3835, -1.2329, -1.2249], [3.7500, -2.2954, 0.1607], [1.3217, -2.3017, -0.2686], [1.2759, -0.5216, -0.1484], [-5.2692, 3.1596, -0.6573], [-6.0669, 1.6887, -0.0276], [-5.3070, 1.6559, -1.6256], [-0.8114, 3.1414, 2.5204], [-0.0602, 3.2022, 0.9153], [-1.4379, 4.2762, 1.2877]], "forces_ev_per_angstrom": [[-0.074, 0.182, 0.148], [0.105, -0.261, -0.025], [-0.182, 0.375, 0.040], [-0.051, -0.810, -0.212], [0.178, 0.492, 0.211], [-0.310, -0.120, -0.175], [0.082, -0.164, 0.062], [-0.094, -0.005, -0.031], [0.394, 0.149, 0.020], [-0.112, 0.218, 0.345], [-0.043, -0.162, -0.035], [0.198, -0.084, -0.197], [0.039, 0.408, 0.063], [-0.142, -0.261, 0.214], [0.073, 0.524, -0.078], [0.213, -0.346, 0.103], [-0.309, -0.111, -0.314], [0.283, -0.148, -0.126], [0.095, 0.527, 0.125], [-0.533, -1.274, -0.299], [0.393, 0.712, 0.218], [0.287, -0.111, 0.143], [-0.153, -0.088, -0.075], [-0.229, -0.035, -0.114], [-0.271, 0.119, -0.139], [0.214, 0.128, 0.089], [-0.077, 0.275, -0.036], [-0.043, 0.084, 0.013], [0.152, 0.263, 0.076], [-0.025, -0.122, -0.071], [0.028, 0.002, -0.138], [0.120, -0.061, -0.046], [-0.065, 0.068, 0.028], [-0.017, 0.099, 0.036], [0.027, -0.087, 0.019], [0.023, -0.091, 0.019], [0.142, -0.051, 0.121], [-0.071, 0.106, -0.048], [-0.066, 0.025, 0.092], [-0.062, -0.070, -0.075], [-0.018, 0.046, 0.037], [0.143, -0.076, 0.091], [-0.029, -0.144, -0.004], [-0.006, 0.039, 0.027], [-0.091, -0.104, -0.145], [0.006, 0.027, 0.134], [-0.087, 0.000, -0.070], [-0.029, 0.058, 0.044], [-0.001, 0.124, -0.078], [-0.005, -0.090, 0.114], [-0.048, 0.011, -0.072], [-0.032, 0.009, -0.037], [0.001, -0.047, -0.027], [0.003, -0.137, 0.003], [0.011, 0.018, -0.071], [-0.048, 0.022, 0.055], [0.030, 0.037, -0.018], [0.013, 0.029, 0.033], [0.071, -0.116, 0.033]]}


{"formula": "C4H13N3O2", "method": "wB97M-V/def2-TZVPD", "spin_multiplicity": 1, "e_above_lowest_kcal_mol": 37.9, "e_homo_ev": -9.4, "homo_lumo_gap_ev": 10.3, "smiles": "N[C@@H](O)C(N)(N)O.C=C", "e_lumo_ev": 0.9, "elements": ["N", "C", "O", "C", "N", "N", "O", "H", "H", "H", "H", "H", "H", "H", "H", "H", "C", "C", "H", "H", "H", "H"], "positions_angstrom": [[-0.7627, -0.8305, -1.5321], [-0.7017, -0.6711, -0.0973], [0.6229, -0.4397, 0.3108], [-1.5179, 0.5485, 0.4234], [-2.8633, 0.4819, -0.1019], [-1.5271, 0.5022, 1.8709], [-0.9372, 1.7308, -0.0945], [-1.7194, -1.0432, -1.7943], [-0.5538, 0.0650, -1.9682], [-1.1073, -1.5814, 0.3693], [1.2890, -1.2316, 0.0458], [-3.2257, 1.4208, -0.2139], [-3.4542, -0.0158, 0.5519], [-1.8208, 1.3993, 2.2448], [-0.5936, 0.3176, 2.2225], [0.0229, 1.6013, -0.0695], [2.9399, 0.2042, -0.6259], [3.2873, -0.9757, -0.0816], [2.9502, 1.1211, -0.0568], [2.5462, 0.2890, -1.6277], [3.7097, -1.0314, 0.9103], [3.4166, -1.8613, -0.6858]], "forces_ev_per_angstrom": [[0.112, -0.041, -0.035], [-0.394, -0.255, -0.054], [1.451, -2.315, -0.403], [0.234, -0.433, 0.240], [0.006, 0.162, -0.071], [0.133, -0.022, 0.109], [0.002, 0.077, -0.205], [0.029, -0.012, 0.023], [0.003, -0.041, 0.036], [-0.014, 0.186, -0.068], [-2.512, 2.718, 0.722], [-0.009, 0.003, -0.054], [0.038, 0.057, 0.043], [-0.055, -0.051, -0.080], [0.012, -0.001, -0.053], [-0.133, 0.029, 0.101], [0.359, -1.025, 0.456], [1.146, 1.199, -0.797], [0.004, 0.029, 0.185], [0.129, -0.127, -0.177], [-0.169, 0.047, 0.214], [-0.374, -0.183, -0.130]]}


{"formula": "C38H54N8O4", "method": "wB97M-V/def2-TZVPD", "spin_multiplicity": 1, "e_homo_ev": -9.3, "homo_lumo_gap_ev": 9.5, "smiles": "CNC(C)=O.CNC(C)=O.CNC(C)=O.c1ccncc1.c1ccncc1.c1ccncc1.c1ccncc1.c1ccncc1.C1CCOC1", "e_lumo_ev": 0.2, "elements": ["C", "N", "C", "C", "O", "H", "H", "H", "H", "H", "H", "H", "C", "N", "C", "C", "O", "H", "H", "H", "H", "H", "H", "H", "C", "N", "C", "C", "O", "H", "H", "H", "H", "H", "H", "H", "C", "C", "C", "N", "C", "C", "H", "H", "H", "H", "H", "C", "C", "C", "N", "C", "C", "H", "H", "H", "H", "H", "C", "C", "C", "N", "C", "C", "H", "H", "H", "H", "H", "C", "C", "C", "N", "C", "C", "H", "H", "H", "H", "H", "C", "C", "C", "N", "C", "C", "H", "H", "H", "H", "H", "C", "C", "C", "O", "C", "H", "H", "H", "H", "H", "H", "H", "H"], "positions_angstrom": [[-4.5094, -9.5053, -2.3499], [-3.9717, -8.2906, -1.7073], [-2.7584, -8.2164, -1.2225], [-2.4143, -6.8114, -0.6771], [-2.0710, -9.1554, -1.0984], [-4.0202, -10.4059, -1.9789], [-4.2197, -9.6375, -3.3923], [-5.5716, -9.7216, -2.2361], [-4.5234, -7.4579, -1.8564], [-2.8283, -6.4958, 0.2806], [-2.6702, -5.9354, -1.2731], [-1.3572, -6.6504, -0.4659], [4.4022, 0.4768, -10.8783], [3.8536, 0.5216, -9.5449], [2.7388, -0.1901, -9.1616], [2.3385, 0.0230, -7.7040], [1.9582, -0.7916, -9.9713], [5.4730, 0.2985, -10.7804], [4.4615, 1.4820, -11.2958], [3.8892, -0.3014, -11.4434], [4.3866, 1.0357, -8.8580], [1.7149, 0.9142, -7.6336], [3.1730, 0.1754, -7.0195], [1.7542, -0.8610, -7.4485], [-5.8165, -0.8740, -2.6511], [-6.8739, -1.3037, -3.5002], [-6.7464, -2.5088, -4.1258], [-7.6956, -2.7053, -5.2200], [-5.9508, -3.3905, -3.7884], [-5.9538, -1.2406, -1.6339], [-5.6288, 0.1970, -2.5746], [-4.8540, -1.2157, -3.0320], [-7.6087, -0.6445, -3.7140], [-7.2038, -2.0963, -5.9785], [-8.6312, -2.2010, -4.9781], [-7.9661, -3.7104, -5.5434], [-0.1064, -8.0990, 5.4010], [-0.9896, -9.0107, 5.9567], [-2.1946, -8.5691, 6.5008], [-2.6303, -7.3079, 6.4786], [-1.7503, -6.4084, 5.8723], [-0.4420, -6.7517, 5.3508], [0.8501, -8.3612, 4.9734], [-0.6500, -10.0354, 5.9880], [-2.9009, -9.2147, 7.0016], [-2.0075, -5.3624, 5.9504], [0.3112, -6.0340, 5.0608], [4.9634, 6.2452, 4.9642], [6.1264, 6.9725, 5.1483], [7.2135, 6.6541, 4.4128], [7.2628, 5.6486, 3.5308], [6.1853, 4.9071, 3.3160], [4.9612, 5.2394, 4.0021], [4.0556, 6.4188, 5.5229], [6.2832, 7.7977, 5.8272], [8.1446, 7.1887, 4.5299], [6.1178, 4.1462, 2.5525], [4.0537, 4.6619, 3.9060], [-2.8015, 6.9434, 1.7356], [-4.0355, 6.4712, 1.2122], [-4.2590, 5.0909, 1.1497], [-3.4052, 4.2096, 1.7034], [-2.2235, 4.6975, 2.1721], [-1.8409, 6.0267, 2.2032], [-2.5759, 7.9960, 1.6484], [-4.7699, 7.0988, 0.7293], [-5.2282, 4.7003, 0.8771], [-1.5183, 3.9896, 2.5820], [-0.8336, 6.3165, 2.4636], [4.9403, 6.3319, -4.3749], [4.5405, 6.6160, -5.6874], [4.6158, 5.6171, -6.6803], [5.3015, 4.4560, -6.4543], [5.8104, 4.2887, -5.2349], [5.5441, 5.1042, -4.1204], [4.7762, 6.9877, -3.5326], [3.8447, 7.4316, -5.8180], [4.0880, 5.6139, -7.6226], [6.3602, 3.3802, -5.0382], [5.8662, 4.8227, -3.1287], [-1.4477, 1.0669, 10.2128], [-0.8504, 0.0285, 9.4710], [-0.3823, 0.3538, 8.1879], [-0.5421, 1.5232, 7.5942], [-1.1623, 2.5316, 8.3381], [-1.5970, 2.3031, 9.6212], [-1.8005, 0.8594, 11.2123], [-0.4645, -0.8560, 9.9559], [0.1868, -0.2704, 7.5149], [-1.3773, 3.4974, 7.9052], [-1.9491, 3.2003, 10.1085], [1.9708, 0.7983, 0.0665], [1.8777, -0.3382, 1.2302], [1.0380, -1.3498, 0.5340], [0.2522, -0.7946, -0.4329], [0.6880, 0.4727, -0.7935], [2.8946, 0.8522, -0.5095], [1.8520, 1.7731, 0.5393], [1.4265, -0.1999, 2.2128], [2.8168, -0.7764, 1.5681], [0.4363, -1.9530, 1.2139], [1.8123, -1.9979, 0.1236], [-0.1480, 1.1587, -0.6569], [1.1171, 0.3953, -1.7925]], "forces_ev_per_angstrom": [[1.035, -1.027, 0.040], [-3.923, -0.692, -2.100], [-0.533, 3.858, 1.580], [0.849, 1.137, 0.350], [3.081, -3.164, 0.320], [0.147, 0.289, 0.798], [-0.270, 0.815, -0.374], [-0.012, 0.806, 0.144], [0.325, -0.026, 0.126], [-0.643, -0.901, 0.223], [-0.292, -0.384, -0.731], [0.235, -0.685, -0.384], [0.968, 0.390, 0.511], [-0.850, -0.878, 0.263], [-1.888, 0.314, -1.887], [0.038, -0.539, -0.494], [2.850, 1.496, 2.310], [0.101, -0.821, -0.111], [-0.959, -0.039, -0.556], [0.104, 0.456, -0.198], [-0.310, -0.259, 0.087], [-0.144, -0.086, -0.148], [0.086, -0.212, -0.092], [0.014, 0.215, 0.333], [1.302, 0.281, 1.051], [0.336, 0.349, -0.345], [0.148, -1.910, 1.539], [-1.088, 0.804, -0.883], [-0.274, 1.422, -0.202], [0.199, -0.098, 0.060], [-0.844, 0.219, -0.277], [-0.123, -0.519, 0.092], [0.156, -0.433, -0.274], [-0.412, -0.333, -0.817], [-0.108, 0.129, -0.101], [0.719, 0.061, 0.176], [-0.251, 0.742, -0.282], [0.435, 0.035, -0.027], [-0.285, 0.229, -0.094], [2.451, 1.648, -1.662], [1.037, -1.422, 0.720], [-2.479, -0.340, 1.455], [0.066, -0.491, 0.172], [-0.438, -0.209, 0.179], [0.193, -0.525, -0.032], [-0.346, 0.036, -0.179], [-0.387, 0.300, -0.255], [-0.152, -0.508, -0.602], [-0.375, 0.662, 0.671], [1.062, -1.003, -0.989], [0.287, -0.728, -0.709], [-2.254, 1.896, 1.332], [1.218, -0.360, 0.277], [0.018, 0.209, 0.108], [-0.602, 0.011, 0.284], [0.079, 0.163, 0.033], [0.670, -0.177, -0.029], [0.041, -0.172, -0.378], [-0.561, -0.645, -0.826], [1.268, -0.456, -0.103], [0.763, 0.272, 1.930], [0.904, 0.791, -0.112], [-0.725, -0.532, -0.144], [-1.533, 0.534, -0.980], [0.003, 0.124, 0.235], [0.084, 0.404, 0.265], [0.029, -0.105, -0.485], [-0.122, -0.460, -0.075], [-0.105, 0.067, 0.294], [0.410, -0.895, -0.278], [-1.348, -0.941, -0.059], [1.019, -0.940, 1.697], [-0.193, 1.217, 0.058], [-0.677, -0.161, 0.800], [0.362, 0.634, -1.236], [-0.204, 0.345, -0.215], [0.372, 0.437, -0.362], [0.072, 0.573, -0.094], [0.124, -0.248, -0.305], [0.054, -0.058, -0.022], [0.290, -1.464, -0.506], [0.778, 1.454, 0.225], [-0.067, 0.435, -0.254], [-1.384, 2.683, 1.043], [0.755, -2.614, -0.983], [0.113, 0.952, -0.210], [0.097, 0.152, 0.148], [-0.592, -0.355, -0.064], [0.002, -0.907, 0.511], [0.443, -0.039, -0.452], [-0.432, -0.294, 0.534], [-1.593, -0.141, 2.346], [0.358, 1.004, -0.230], [1.483, -2.196, 0.655], [-1.458, -0.204, -0.349], [2.206, 0.296, 0.063], [-0.082, -0.589, 0.131], [0.077, 0.105, -0.050], [-0.376, 1.642, -0.208], [0.376, 0.077, -0.708], [-0.149, 0.025, -0.026], [-0.326, -0.770, -0.737], [0.298, 0.283, -0.329], [-0.820, 0.477, -0.553]]}